The following is a quantum chemistry calculation of a 2-piece molecular cluster, C20H18F2N overall in a non-equilibrium geometry, from the OMol25 dataset.

Orbital gap   4.9 eV
Total charge   +1
Energy relative to the best compared isomer or geometry (same formula, charge and spin)   109.53 kJ/mol

Last column: Löwdin charge in e.
CARTESIAN COORDINATES (ANGSTROEM)
H -0.228 -6.100 -0.031  0.14
H -2.761 2.708 1.621  0.11
C -3.272 3.037 0.710  -0.05
H 3.255 -2.170 1.835  0.14
N -0.972 0.854 -0.444  -0.02
H -0.784 -1.962 -1.159  0.13
C 3.163 0.774 0.030  0.02
H 0.809 -0.297 -0.458  0.09
H -0.848 0.109 0.261  0.05
C -2.419 0.997 -0.618  -0.23
C 1.978 -3.490 0.198  0.08
C 1.488 -1.040 -0.041  0.12
H 6.281 0.829 1.415  0.14
C 1.431 -4.756 0.309  -0.21
H -0.572 1.664 0.028  0.08
C 1.118 -2.404 -0.164  -0.16
C 4.876 -0.810 1.500  -0.21
C -4.160 4.127 0.789  -0.08
H -1.587 -4.304 -1.112  0.12
C -0.610 -4.068 -0.705  -0.03
C 5.306 0.456 1.121  0.06
H -2.698 0.593 -1.600  0.10
C 3.588 -1.273 1.304  0.07
C -4.821 4.570 -0.375  -0.08
H -5.159 4.255 -2.513  0.11
H 3.046 -3.387 0.384  0.13
C -4.625 3.920 -1.611  -0.07
H -4.344 4.646 1.744  0.11
F 5.765 -1.614 2.167  0.07
H -3.559 2.339 -2.623  0.11
H -2.886 0.355 0.137  0.12
H 2.479 1.396 -0.556  0.13
C -3.095 2.365 -0.516  -0.22
C 2.733 -0.541 0.426  -0.17
H 4.687 2.266 0.135  0.12
C -0.167 -2.756 -0.718  0.02
F 2.197 -5.749 0.863  0.07
C 0.159 -5.091 -0.130  0.07
H -5.468 5.454 -0.335  0.11
C 4.406 1.253 0.403  -0.03
C -3.729 2.848 -1.671  -0.06


The following is a quantum chemistry calculation of an isolated molecule of C20H18F3N3O3 in a non-equilibrium geometry, from the OMol25 dataset.

SMILES string   O=C(NO)c1cccc2c1C[C@]1(CCN(Cc3ccc(C(F)(F)F)nc3)C1=O)C2
Orbital gap   9.5 eV
Energy relative to the best compared isomer or geometry (same formula, charge and spin)   141.65 kJ/mol

Last column: Löwdin charge in e.
CARTESIAN COORDINATES (ANGSTROEM)
H 1.409 0.059 -3.753  0.12
H 2.190 -1.118 1.216  0.14
O -0.617 -2.025 -1.309  0.10
C 0.357 -1.798 5.085  0.00
H 1.195 1.936 -1.490  0.14
O 3.038 -2.764 5.073  0.05
C 1.145 -1.970 3.932  -0.08
H -2.534 -0.648 3.649  0.11
F -3.297 4.991 -2.956  0.13
C -0.685 -1.013 2.645  -0.19
C -1.140 -0.710 1.265  -0.04
C -0.043 2.239 -4.129  -0.01
H 0.747 -2.072 6.050  0.11
H 4.890 -3.629 3.752  0.11
H -1.779 -1.507 0.933  0.13
N -2.744 1.846 -3.466  0.12
F -4.692 3.758 -4.047  0.14
F -3.165 4.887 -5.204  0.12
C 1.151 -1.505 1.272  -0.06
C -1.006 3.244 -4.297  0.00
H 1.009 2.324 -4.421  0.12
H -0.637 4.172 -4.729  0.11
C -1.505 -0.948 3.744  -0.01
C 0.622 -1.506 2.690  -0.08
C -2.376 3.065 -3.944  -0.14
O 4.364 -3.819 2.938  -0.02
C 1.331 0.900 -1.033  -0.12
H 0.122 -1.081 -3.569  0.14
H 2.384 0.763 -0.936  0.10
H -1.720 0.239 1.222  0.14
N 0.715 -0.189 -1.783  -0.02
C -1.853 0.904 -3.203  -0.06
C 0.213 -0.607 0.487  -0.33
C 0.667 0.849 0.359  -0.08
C 0.062 -1.098 -0.944  -0.39
H -1.496 -1.026 5.926  0.10
H -0.175 1.559 0.445  0.13
H 1.348 1.178 1.137  0.12
H -2.218 -0.007 -2.776  0.11
C -0.462 1.019 -3.545  -0.16
N 3.079 -3.161 2.879  0.04
C 2.447 -2.625 4.004  -0.41
H 2.442 -3.425 2.140  0.12
H 1.095 -2.560 0.947  0.14
C -0.942 -1.215 5.017  -0.03
C -3.420 4.197 -4.050  -0.53
C 0.483 -0.102 -3.221  -0.10


The following is a quantum chemistry calculation of an isolated molecule of C20H18F3N3O4 in a non-equilibrium geometry, from the OMol25 dataset.

SMILES string   Cc1cc(C(=O)COC(=O)C2=NNC(=O)CC2)c(C)n1-c1cccc(C(F)(F)F)c1
Orbital gap   8.5 eV
Energy relative to the best compared isomer or geometry (same formula, charge and spin)   1609.31 kJ/mol

Last column: Löwdin charge in e.
CARTESIAN COORDINATES (ANGSTROEM)
O 4.432 4.105 -1.620  0.12
C -0.559 -1.058 -1.809  -0.22
C 3.994 3.338 -0.842  -0.23
C -2.710 1.650 1.763  -0.02
O 2.089 -4.315 -1.057  0.08
H 0.737 -2.096 -2.931  0.11
H 0.077 -1.541 2.498  0.15
H -0.366 -3.150 1.999  0.04
H -4.701 2.103 1.555  0.12
F -6.349 1.752 -0.100  0.19
C 1.759 -3.172 -0.653  -0.28
H 1.894 3.125 -0.338  0.20
H 2.011 2.004 2.055  0.17
H -1.563 0.668 -2.372  0.00
C -3.355 -0.174 -0.512  0.12
O 3.238 -1.613 0.420  -0.09
H 3.614 -3.372 0.721  0.03
C 3.306 0.796 0.449  -0.19
H -0.665 0.433 1.441  0.16
N 4.320 1.797 -1.209  0.02
C 2.779 -0.402 0.957  -0.47
F -6.405 -0.453 0.334  0.16
N -1.113 -1.115 -0.417  0.09
C -1.324 -0.194 -2.743  -0.01
C 0.483 -1.829 -1.979  0.06
H 2.783 4.106 0.695  0.03
F -5.639 0.449 -1.716  -0.01
H 3.969 2.145 1.987  0.20
C 0.701 -2.470 -0.693  -0.21
C -2.124 -0.329 0.273  -0.18
H 4.908 1.606 -1.992  0.10
C -0.527 -2.202 1.574  -0.03
H -0.539 -0.109 -3.675  0.15
C -3.906 1.425 1.241  -0.06
H -3.638 -0.798 -1.086  0.02
C -0.207 -2.043 0.082  -0.20
N 3.884 0.590 -0.703  0.14
C 2.864 3.195 0.442  -0.17
C -5.754 0.600 -0.217  -0.49
C -1.803 0.721 1.075  0.00
H 2.122 -2.853 1.780  0.18
C -4.328 0.674 0.086  -0.08
C 2.911 2.162 1.272  -0.16
H -1.530 -1.910 1.976  0.08
O 2.016 -0.561 1.855  0.06
C 2.726 -3.049 0.702  0.09
H -2.364 2.175 2.610  0.10
H -2.148 -0.810 -3.177  0.10


The following is a quantum chemistry calculation of C20H18F3O3Tc as an isolated structure in a non-equilibrium geometry, from the OMol25 dataset.

Orbital gap (spin up / spin down)   8.7 / 3.4 eV
2S+1   4
Total charge   +1

Last column: Löwdin charge in e.
CARTESIAN COORDINATES (ANGSTROEM)
C -6.597 0.976 1.436  -0.43
H 1.863 1.602 1.451  0.10
F -5.990 2.011 2.087  0.16
H -3.539 -1.216 -1.460  0.13
C -2.609 -1.740 0.539  -0.18
H 8.024 -1.267 -0.746  0.11
C -1.387 -1.874 -1.458  -0.17
C 3.180 1.042 -0.247  -0.17
H -1.075 -2.862 1.767  0.12
C 5.978 -1.514 -0.090  -0.07
C -0.589 -2.447 -0.396  -0.12
C 2.407 0.760 1.027  -0.10
C 7.037 -0.815 -0.683  -0.07
H 5.375 2.069 -1.452  0.11
H -3.022 1.485 1.531  0.11
O 1.893 0.248 -0.224  -0.15
H 0.420 -2.840 -0.506  0.12
C -1.090 2.041 0.419  -0.11
C 4.707 -0.940 0.018  -0.03
C -2.410 1.484 0.635  -0.16
C -2.665 -1.510 -0.892  -0.22
H 3.038 2.031 -0.706  0.15
C -5.922 -0.434 1.788  -0.41
C -1.834 1.164 -1.611  -0.16
H 7.642 1.043 -1.625  0.11
H 3.900 -1.483 0.516  0.11
H -3.916 0.749 -0.841  0.12
F -6.419 1.198 0.083  0.14
H -1.107 -1.827 -2.504  0.12
C -1.362 -2.427 0.810  -0.09
H -1.901 0.945 -2.670  0.13
H 0.235 2.013 -1.428  0.12
H -3.422 -1.529 1.235  0.08
F -7.922 1.038 1.699  0.17
C 4.463 0.361 -0.484  -0.18
O -6.679 -1.407 1.855  0.36
H -0.494 2.586 1.144  0.11
C 6.816 0.476 -1.185  -0.08
C -2.888 1.013 -0.633  -0.20
H 6.142 -2.518 0.311  0.11
H 2.786 -0.015 1.704  0.11
C 5.549 1.047 -1.096  -0.03
C -0.708 1.767 -0.949  -0.15
Tc -1.230 -0.214 -0.078  1.36
O -4.681 -0.269 1.909  0.06


| no. | DFT total energy (Eh) |
| --- | --- |
| 1 | -1027.09463 |
| 2 | -1462.49514 |
| 3 | -1537.24551 |
| 4 | -1378.61181 |